[1]
Entry from the OMol25 dataset: a 9-piece molecular cluster, C24H66O9 overall (ωB97M-V with the def2-TZVPD basis set).

E_HOMO (alpha / beta): -12.0 / -12.0 eV
2S+1: 2
Charge: +1
Frontier orbital gap (alpha / beta): 9.7588 / 3.1200 eV
⟨S²⟩: 0.754

Atoms and positions in Å:
O (-0.10698, 0.43921, -0.84991)
H (0.52026, 1.08421, -0.52312)
H (-0.31692, -0.09934, -0.08696)
C (3.70596, 3.84099, -0.64739)
C (2.12860, 4.03150, -0.56658)
C (1.55802, 4.28418, -1.92407)
O (1.57345, 2.87496, -0.08958)
H (3.98881, 3.29834, 0.25463)
H (4.21973, 4.80169, -0.61288)
H (3.97602, 3.29439, -1.55093)
H (1.90490, 4.84891, 0.11892)
H (1.73532, 3.44538, -2.59719)
H (2.01195, 5.18155, -2.34451)
H (0.47646, 4.41953, -1.92166)
H (1.87326, 2.81268, 0.82028)
C (1.88265, -2.25900, -2.60537)
C (0.43359, -2.78989, -2.44675)
C (0.09041, -3.84795, -3.45792)
O (0.17614, -3.45507, -1.19095)
H (2.65147, -3.02236, -2.48580)
H (2.17636, -1.50667, -1.87337)
H (2.08076, -1.70095, -3.52049)
H (-0.18600, -1.90412, -2.58688)
H (0.99274, -4.44061, -3.60845)
H (-0.09042, -3.32372, -4.39632)
H (-0.78145, -4.46436, -3.23882)
H (1.01206, -3.86621, -0.95894)
C (-3.18315, -2.07195, -1.31868)
C (-3.59338, -3.38296, -0.67039)
C (-3.98672, -4.43589, -1.63284)
O (-2.53607, -3.81481, 0.12349)
H (-2.85697, -1.36790, -0.55317)
H (-4.00170, -1.63852, -1.89333)
H (-2.26372, -2.12499, -1.90171)
H (-4.48448, -3.17933, -0.07661)
H (-4.79656, -4.10466, -2.28288)
H (-4.42086, -5.31748, -1.16122)
H (-3.17327, -4.79716, -2.26204)
H (-1.70403, -3.67985, -0.33598)
C (-3.14609, 1.43996, -4.61419)
C (-2.07266, 0.77224, -3.77454)
C (-0.73416, 1.04214, -4.38913)
O (-2.08732, 1.51039, -2.58536)
H (-4.13032, 1.17287, -4.22942)
H (-3.12429, 1.18120, -5.67282)
H (-3.11569, 2.52757, -4.54887)
H (-2.12939, -0.30914, -3.65009)
H (0.02598, 0.51315, -3.81429)
H (-0.49198, 2.10132, -4.47617)
H (-0.70285, 0.59007, -5.38047)
H (-1.43280, 1.14622, -1.98486)
C (-0.19964, 2.75450, 3.00372)
C (1.19416, 3.38105, 3.18864)
C (1.26505, 4.05591, 4.55175)
O (2.25017, 2.54561, 2.99398)
H (-1.03088, 3.39950, 2.71890)
H (-0.48962, 2.15061, 3.86356)
H (-0.26426, 2.09164, 2.14086)
H (1.34915, 4.15176, 2.43361)
H (0.34891, 4.62099, 4.72339)
H (2.01728, 4.80318, 4.80443)
H (1.31807, 3.35126, 5.38167)
H (2.14648, 1.67577, 3.38670)
C (-3.97509, -1.46039, 2.05805)
C (-3.81922, -0.02403, 2.70455)
C (-3.36533, 1.05219, 1.64983)
O (-4.98596, 0.36992, 3.38622)
H (-4.65210, -2.09225, 2.63295)
H (-3.04104, -1.98307, 1.85201)
H (-4.59978, -1.27785, 1.18366)
H (-2.98865, -0.10182, 3.40611)
H (-3.40240, 2.05382, 2.07816)
H (-3.92537, 1.07345, 0.71494)
H (-2.37444, 0.77524, 1.28991)
H (-4.67121, 0.64164, 4.25150)
C (3.60301, -0.04248, 0.16483)
C (4.79366, 0.07626, 1.02825)
C (6.07896, 0.00734, 0.20472)
O (4.78315, 1.33445, 1.70008)
H (3.63623, 0.51158, -0.77327)
H (2.73836, 0.34343, 0.70477)
H (3.41844, -1.09571, -0.04667)
H (4.76719, -0.70575, 1.78711)
H (6.18776, 0.77783, -0.55857)
H (6.10955, -0.93110, -0.34889)
H (7.00468, 0.17641, 0.75477)
H (4.00079, 1.57909, 2.19973)
C (0.42881, -1.04240, 3.37737)
C (0.66903, -2.08673, 2.28111)
C (-0.22414, -3.34279, 2.49077)
O (0.44924, -1.45563, 1.00562)
H (0.99326, -1.21116, 4.29444)
H (-0.59443, -1.02453, 3.75256)
H (0.66206, -0.01803, 3.08696)
H (1.70554, -2.42348, 2.30006)
H (-1.26714, -3.16518, 2.75286)
H (0.18654, -3.81289, 3.38433)
H (-0.13852, -4.01207, 1.63471)
H (0.35900, -2.19484, 0.39979)

These are the Mulliken partial charges, in e, on atoms 1 to 8: number 1, O, carries 0.3779; number 2, H, carries 0.0262; number 3, H, carries -0.1394; number 4, C, carries -1.2402; number 5, C, carries 0.7300; number 6, C, carries -1.5115; number 7, O, carries 0.0287; number 8, H, carries 0.3303

[2]
Entry from the OMol25 dataset: C8H8Br2ClIrO4Se as an isolated structure (ωB97M-V with the def2-TZVPD basis set).

E_HOMO (alpha / beta): -13.5 / -13.5 eV
2S+1: 2
Charge: +1
Frontier orbital gap (alpha / beta): 7.2456 / 7.1621 eV
Energy relative to the best compared isomer or geometry (same formula, charge and spin): 0.0 kJ/mol
⟨S²⟩: 0.759

Atoms and positions in Å:
Ir (0.23086, 0.93663, -0.01359)
Br (0.20452, 2.19672, 2.27327)
C (1.32952, 3.51919, 1.37933)
Br (0.78982, 3.61381, -0.47139)
H (2.34455, 3.14321, 1.41619)
H (1.18504, 4.47789, 1.86142)
O (3.06526, -1.38659, -1.26845)
Se (2.60298, 0.13035, -1.33006)
O (0.90886, 0.22799, -1.74942)
O (2.17360, 0.71841, 0.26367)
O (3.43163, 1.25389, -2.08476)
Cl (-0.35660, -4.72748, 0.00676)
C (-0.80301, -3.10026, -0.00893)
C (-0.98873, -2.45624, -1.24039)
C (-1.30635, -1.13144, -1.24369)
C (-1.44999, -0.38855, -0.01148)
C (-1.88387, 0.98285, -0.05248)
C (-1.29498, -1.11713, 1.22580)
C (-0.96433, -2.43610, 1.22541)
H (-0.85323, -3.00509, -2.16079)
H (-1.43740, -0.60421, -2.17880)
H (-2.33741, 1.39876, 0.83920)
H (-2.31989, 1.33342, -0.98145)
H (-1.44823, -0.59255, 2.16106)
H (-0.82260, -2.98748, 2.14357)

These are the natural (NBO) partial charges, in e, on atoms 1 to 8: number 1, Ir, carries 1.1071; number 2, Br, carries 0.2149; number 3, C, carries -0.5047; number 4, Br, carries 0.2326; number 5, H, carries 0.2692; number 6, H, carries 0.2606; number 7, O, carries -0.9311; number 8, Se, carries 2.6932

[3]
Entry from the OMol25 dataset: C32H63Br3Cl35FI2N5O5P2 as an isolated structure (ωB97M-V with the def2-TZVPD basis set).

E_HOMO: -10.5 eV
Charge: +1
Frontier orbital gap: 7.0603 eV
Energy relative to the best compared isomer or geometry (same formula, charge and spin): 626.9 kJ/mol

Atoms and positions in Å:
C (3.61699, 0.61219, 0.99794)
C (2.40272, -0.20017, 0.26195)
C (1.46870, -1.17354, 1.13015)
O (0.30610, -0.95037, 1.81201)
N (-0.40646, 0.12614, 1.96993)
C (-0.56539, 1.00660, 0.70697)
I (-0.35233, 3.20648, 0.50740)
C (-0.79537, 0.46201, -0.69392)
C (-0.92202, -1.10606, -1.09088)
I (-0.95514, 1.75591, -2.50700)
C (0.44985, 0.83440, 3.05012)
C (1.17151, 0.15180, 4.24659)
C (2.25806, -0.97808, 4.40805)
N (1.91172, -2.43516, 4.27598)
N (3.63556, -0.79661, 3.81124)
N (2.59780, -0.90810, 5.93120)
C (-0.33243, 2.07241, 3.84798)
F (0.55998, 3.29658, 3.75723)
O (-1.66118, 2.37381, 3.47346)
C (-2.54277, 1.22228, 3.16891)
C (-3.59712, 2.04828, 2.15870)
Br (-3.59272, 4.04397, 2.66418)
C (-5.17453, 1.68453, 2.30867)
C (-5.78551, 1.81481, 0.75023)
Br (-6.25866, 3.06661, 3.33780)
P (-3.35203, 0.93559, 4.92336)
N (-2.25183, 0.39713, 6.03096)
O (-4.65378, -0.19847, 4.94038)
O (-3.89211, 2.47598, 5.62975)
C (-1.82784, -0.08572, 2.53600)
Cl (-3.11079, -0.64461, 1.24450)
P (-2.13562, -1.74644, 3.51075)
O (-1.02086, -2.09485, 4.75607)
Br (-1.76530, -3.54021, 2.05649)
H (4.52427, -0.14990, 1.09781)
H (3.36714, 1.11154, 2.01718)
H (3.98450, 1.44071, 0.22149)
H (1.90274, 0.59376, -0.43658)
H (2.99435, -0.90069, -0.51299)
H (2.26591, -1.77437, 1.79737)
H (1.20393, -2.06407, 0.35721)
H (-1.02019, -1.87166, -0.22222)
H (-1.85071, -1.22327, -1.82864)
H (0.03009, -1.37599, -1.75851)
H (1.25632, 1.41150, 2.37996)
H (1.76446, 1.08203, 4.74750)
H (0.39052, -0.05747, 5.13410)
H (2.73847, -3.07024, 4.30851)
H (1.24711, -2.65721, 3.51198)
H (4.35544, -0.50626, 4.50573)
H (3.93646, -1.60103, 3.21890)
H (3.03434, 0.01192, 6.15303)
H (3.32499, -1.66422, 6.10974)
H (-0.36289, 1.92765, 5.03479)
H (-3.19050, 2.11984, 1.04647)
H (-5.42986, 0.58271, 2.60530)
H (-6.94529, 1.96178, 0.73170)
H (-5.18029, 2.58026, 0.10087)
H (-5.56911, 0.74346, 0.27182)
H (-2.16416, 1.11656, 6.79802)
H (-5.55151, 0.28096, 5.03585)
H (-4.87935, 2.33229, 5.83342)
H (-1.42577, -2.27922, 5.65461)
C (1.32269, 4.28665, -5.23499)
Cl (2.15834, 3.09259, -4.23454)
Cl (-0.42866, 4.18509, -5.01722)
H (1.65912, 5.28674, -4.95092)
H (1.56206, 4.10120, -6.28490)
C (-0.37324, -4.01460, -3.08679)
Cl (0.91359, -2.89380, -3.54815)
Cl (0.06294, -5.68142, -3.48231)
H (-0.54326, -3.93726, -2.01014)
H (-1.28648, -3.74859, -3.62459)
C (-7.89299, -0.18178, -2.00472)
Cl (-6.77697, -0.92971, -0.85577)
Cl (-7.01988, 0.53795, -3.36291)
H (-8.57615, -0.94501, -2.38529)
H (-8.46046, 0.59906, -1.49260)
C (-4.04337, -5.27269, -0.88790)
Cl (-3.82458, -3.83710, -1.89597)
Cl (-3.35711, -6.70525, -1.66368)
H (-3.54386, -5.11361, 0.07087)
H (-5.11182, -5.43361, -0.72507)
C (7.22338, -0.31908, 3.10557)
Cl (6.39028, -1.74871, 3.72772)
Cl (6.71580, 1.13837, 3.96765)
H (8.30052, -0.45120, 3.23362)
H (6.98927, -0.20454, 2.04441)
C (1.75675, -0.93454, -6.40592)
Cl (1.02127, 0.23683, -5.30503)
Cl (2.04890, -0.21745, -7.99508)
H (2.70865, -1.26848, -5.98587)
H (1.08368, -1.78789, -6.51890)
C (-9.60817, 5.44060, 4.31898)
Cl (-8.77252, 4.24654, 5.31943)
Cl (-11.35953, 5.33904, 4.53675)
H (-9.27174, 6.44069, 4.60305)
H (-9.36880, 5.25515, 3.26907)
C (2.10037, 6.56946, 3.44239)
Cl (2.58873, 7.67243, 4.73466)
Cl (3.49883, 6.02647, 2.50726)
H (1.60833, 5.69954, 3.88421)
H (1.40610, 7.08724, 2.77614)
C (3.24001, -0.43083, -11.68498)
Cl (2.40690, -1.86046, -11.06283)
Cl (2.73242, 1.02662, -10.82290)
H (4.31714, -0.56294, -11.55693)
H (3.00590, -0.31628, -12.74614)
C (2.70037, -7.89257, -2.77907)
Cl (3.18873, -6.78960, -1.48680)
Cl (4.09883, -8.43555, -3.71420)
H (2.20833, -8.76249, -2.33726)
H (2.00610, -7.37478, -3.44532)
C (1.97338, -7.90893, -6.92160)
Cl (1.23789, -6.73757, -5.82071)
Cl (2.26553, -7.19184, -8.51076)
H (2.92527, -8.24287, -6.50155)
H (1.30030, -8.76228, -7.03458)
C (8.55679, -1.95634, 7.15949)
Cl (7.22846, -0.90277, 6.65899)
Cl (9.66537, -2.26354, 5.81722)
H (9.10644, -1.47438, 7.97168)
H (8.14531, -2.90748, 7.50596)
C (0.17010, -0.46537, -13.63119)
Cl (-1.43544, -0.99430, -14.14836)
Cl (1.37680, -0.77650, -14.88502)
H (0.14150, 0.60701, -13.42323)
H (0.44940, -1.00949, -12.72569)
C (5.00300, -3.80858, -5.75634)
Cl (4.74787, -5.44166, -5.12948)
Cl (4.41581, -2.59104, -4.61714)
H (6.07196, -3.65425, -5.92236)
H (4.46373, -3.70171, -6.70068)
C (-6.69154, 3.44095, -6.41041)
Cl (-5.85589, 2.24690, -5.40996)
Cl (-8.44290, 3.33940, -6.19264)
H (-6.35512, 4.44105, -6.12634)
H (-6.45218, 3.25551, -7.46032)
C (5.16419, 5.36160, 6.59073)
Cl (6.90228, 5.18698, 6.31958)
Cl (4.45332, 3.84542, 7.15717)
H (4.99763, 6.13579, 7.34369)
H (4.68496, 5.65053, 5.65219)
C (-3.09154, 5.34275, 7.18513)
Cl (-2.25589, 4.14869, 8.18558)
Cl (-4.84290, 5.24120, 7.40290)
H (-2.75512, 6.34284, 7.46920)
H (-2.85218, 5.15730, 6.13522)

These are the Mulliken partial charges, in e, on atoms 1 to 8: number 1, C, carries -0.6313; number 2, C, carries -0.3541; number 3, C, carries -0.0410; number 4, O, carries -0.2777; number 5, N, carries 1.1949; number 6, C, carries 0.3919; number 7, I, carries 0.1419; number 8, C, carries -1.4691

[4]
Entry from the OMol25 dataset: an isolated molecule of C3H2N2O3 (ωB97M-V with the def2-TZVPD basis set).

E_HOMO: -10.4 eV
Frontier orbital gap: 9.2959 eV
Energy relative to the best compared isomer or geometry (same formula, charge and spin): 416.3 kJ/mol

Atoms and positions in Å:
O (-1.72103, -1.33064, 0.28973)
C (-0.62557, -0.78057, -0.00020)
O (0.59014, -1.44453, -0.14403)
N (1.82531, -0.66928, -0.25477)
C (1.75902, 0.62742, 0.21901)
N (0.54122, 1.46607, 0.26765)
C (-0.44946, 0.67426, -0.09191)
O (-1.63314, 1.27103, -0.23226)
H (2.76658, 1.16776, 0.27015)
H (-1.32407, 2.16118, -0.42930)

These are the natural (NBO) partial charges, in e, on atoms 1 to 8: number 1, O, carries -0.4958; number 2, C, carries 0.6667; number 3, O, carries -0.3372; number 4, N, carries -0.1147; number 5, C, carries 0.1608; number 6, N, carries -0.4762; number 7, C, carries 0.4618; number 8, O, carries -0.5896